Record 1
{
  "formula": "C2BrF3",
  "method": "ωB97M-V/def2-TZVPD",
  "species": ["C", "C", "F", "F", "F", "Br"],
  "coordinates": [[-0.983728, -0.342081, 0.224094], [0.716014, 0.650143, -0.347702], [-0.660580, -1.570016, 0.252829], [-1.975200, -0.212152, -0.539550], [0.780558, 1.842243, 0.202943], [2.122934, -0.368138, 0.207386]],
  "forces_ev_per_a": [[2.6, 2.3, 1.0], [-2.5, 0.3, 0.0], [0.2, -1.9, -0.1], [-1.7, 0.3, -1.3], [0.0, -0.1, -0.2], [1.5, -0.8, 0.6]],
  "mulliken_charge": [0.27, 0.11, -0.12, -0.12, -0.11, -0.03],
  "spin_multiplicity": 1,
  "gap_ev": [7.927, 7.951],
  "total_energy_ev": -80263.85401,
  "e_above_lowest_kcal_mol": 0.00
}

=====

Record 2
{
  "formula": "C23H26NO3Pr",
  "method": "ωB97M-V/def2-TZVPD",
  "species": ["C", "C", "C", "H", "C", "C", "H", "C", "C", "C", "H", "C", "C", "H", "H", "H", "H", "H", "H", "Pr", "C", "C", "C", "H", "H", "H", "H", "H", "H", "C", "C", "H", "H", "O", "N", "C", "H", "C", "C", "H", "C", "H", "C", "H", "C", "H", "C", "H", "H", "H", "O", "C", "O", "H"],
  "coordinates": [[-3.990937, 2.068819, -0.423195], [-2.682194, 2.315051, 0.084921], [-1.756202, 1.576612, -0.715078], [-2.427069, 3.008317, 0.894586], [-2.500266, 0.887709, -1.730865], [-3.881869, 1.202421, -1.551919], [-2.080561, 0.324431, -2.571348], [-2.463421, -0.960968, 3.129006], [-2.073874, 0.407931, 2.991943], [-0.794571, 0.427397, 2.375537], [-2.620005, 1.282682, 3.345700], [-0.327478, -0.910520, 2.256733], [-1.421246, -1.764066, 2.582511], [-0.666112, 1.623322, -0.648079], [-4.693883, 0.905398, -2.223871], [-4.909785, 2.531134, -0.062842], [-1.383556, -2.856795, 2.541138], [-0.196077, 1.311508, 2.155092], [-3.366047, -1.331637, 3.609650], [-3.067021, -0.314768, 0.574072], [1.132068, -1.333630, 2.173101], [1.402102, -2.472955, 3.175880], [2.049363, -0.168449, 2.583214], [1.212992, -2.128102, 4.198755], [2.453544, -2.786384, 3.129713], [0.788831, -3.361124, 2.994254], [1.795034, 0.146849, 3.603840], [1.948973, 0.682306, 1.904630], [3.097517, -0.492473, 2.560281], [1.451594, -1.871964, 0.734030], [1.875366, -0.871139, -0.336090], [0.552619, -2.374462, 0.336627], [2.249328, -2.634915, 0.807338], [1.860776, 0.350959, -0.166507], [2.276083, -1.471459, -1.494672], [2.510883, -0.823822, -2.781561], [2.295144, -2.487192, -1.500722], [2.433101, 0.687790, -2.759885], [1.532045, 1.350753, -3.594136], [0.928825, 0.765820, -4.291547], [1.364261, 2.738527, -3.492957], [0.592837, 3.231896, -4.083117], [2.154998, 3.484645, -2.616213], [2.015493, 4.563949, -2.510193], [3.142477, 2.836156, -1.864549], [3.791385, 3.389474, -1.185594], [3.293118, 1.453629, -1.954949], [4.098613, 0.989322, -1.380894], [1.753607, -1.236242, -3.468539], [3.501538, -1.140676, -3.149111], [-4.511972, -2.071859, 0.013817], [-3.567966, -2.727038, -0.566095], [-2.386256, -2.233430, -0.671100], [-3.786149, -3.718736, -0.960741]],
  "forces_ev_per_a": [[0.3, 0.0, -0.2], [0.0, -0.1, -0.6], [-0.4, 0.5, -0.6], [-0.1, -0.5, -0.3], [-0.1, 0.9, 0.0], [0.4, 0.1, 0.0], [-0.2, 0.1, 0.6], [0.1, 0.1, -0.2], [-0.2, -0.3, -0.2], [0.1, -0.3, 0.4], [0.1, -0.3, -0.1], [-0.8, 0.4, 0.0], [0.1, 0.2, 0.5], [-0.4, -0.2, 0.1], [0.3, 0.0, 0.5], [0.3, -0.2, -0.1], [-0.1, 0.5, 0.2], [-0.3, -0.3, 0.2], [0.1, 0.1, -0.1], [1.5, 0.1, 1.3], [0.1, -0.1, -0.9], [0.0, -0.1, 0.0], [0.0, 0.2, 0.0], [-0.1, -0.1, -0.2], [-0.1, 0.1, -0.1], [0.0, 0.1, 0.0], [0.1, -0.1, -0.2], [0.0, -0.2, 0.3], [-0.1, 0.0, 0.0], [0.1, -0.3, 0.3], [-0.1, 1.0, 0.5], [0.3, 0.0, 0.2], [-0.2, 0.2, -0.1], [-0.6, -1.5, -0.2], [0.0, -0.1, 0.4], [0.1, -0.2, -0.3], [-0.1, 0.5, 0.0], [0.4, 0.4, -0.4], [0.0, 0.0, 0.5], [0.0, 0.2, 0.2], [0.2, 0.1, 0.1], [0.2, -0.1, 0.1], [-0.1, -0.3, 0.0], [0.0, -0.4, -0.1], [0.0, -0.4, -0.2], [-0.2, 0.0, -0.2], [0.1, 0.4, -0.3], [-0.4, 0.0, -0.1], [0.3, 0.3, 0.0], [-0.3, 0.1, 0.1], [0.4, -1.3, -0.8], [0.5, 1.6, 0.6], [-1.5, -1.0, -0.1], [0.0, -0.2, -0.1]],
  "mulliken_charge": [-0.52, -0.77, -0.25, 0.48, -0.46, -0.70, 0.49, -1.03, -0.99, -0.71, 0.53, 0.65, -1.13, 0.58, 0.46, 0.48, 0.48, 0.51, 0.52, 0.99, 2.58, -1.82, -2.16, 0.40, 0.47, 0.37, 0.46, 0.32, 0.41, -1.38, 0.75, 0.33, 0.45, -0.39, -0.21, -1.02, 0.29, 0.67, -0.56, 0.31, -0.54, 0.39, -0.46, 0.37, -0.64, 0.38, -0.05, 0.31, 0.37, 0.34, -0.60, 0.21, -0.44, 0.45],
  "spin_multiplicity": 3,
  "gap_ev": [7.973, 8.004],
  "total_energy_ev": -45975.82071
}

=====

Record 3
{
  "formula": "C21H16N4O2Tb",
  "method": "ωB97M-V/def2-TZVPD",
  "species": ["Tb", "O", "C", "C", "C", "C", "C", "C", "C", "N", "N", "C", "O", "C", "C", "C", "C", "C", "C", "H", "H", "H", "H", "H", "H", "H", "H", "H", "H", "N", "C", "N", "C", "C", "C", "C", "C", "C", "H", "H", "H", "H", "H", "H"],
  "coordinates": [[1.057008, 1.150205, -1.548223], [0.701573, 2.976174, -0.631882], [-0.365701, 3.152754, 0.166816], [-1.171564, 4.279622, -0.012547], [-2.276391, 4.475034, 0.793598], [-2.596547, 3.565402, 1.800816], [-1.795722, 2.460842, 1.992598], [-0.686347, 2.209661, 1.169478], [0.121323, 1.034028, 1.464243], [0.878553, 0.453340, 0.603535], [1.655447, -0.616597, 1.050095], [2.503455, -0.935451, 0.116245], [2.550151, -0.302905, -1.038682], [3.441781, -2.056592, 0.321296], [4.352722, -2.390209, -0.676828], [5.242343, -3.435266, -0.482398], [5.226910, -4.146899, 0.707685], [4.319493, -3.815267, 1.706021], [3.428401, -2.773764, 1.517132], [-0.889883, 4.994818, -0.773537], [-2.887656, 5.357332, 0.652371], [-3.449194, 3.734206, 2.443123], [-2.022526, 1.761704, 2.788631], [0.107966, 0.632661, 2.476396], [4.363230, -1.825842, -1.598386], [5.949024, -3.688050, -1.261234], [5.924497, -4.959487, 0.861508], [4.309443, -4.366902, 2.636320], [2.726551, -2.510155, 2.295621], [-3.343392, 1.439395, -2.076732], [-2.150090, 1.796606, -2.571943], [-1.215894, 0.892618, -2.350086], [-1.862928, -0.136690, -1.650915], [-1.358328, -1.338373, -1.154492], [-2.224682, -2.137468, -0.437473], [-3.567235, -1.772930, -0.241882], [-4.084612, -0.600886, -0.753503], [-3.198825, 0.207358, -1.456884], [-4.174803, 2.003804, -2.137091], [-2.005786, 2.735174, -3.083857], [-0.333655, -1.663646, -1.308333], [-1.864601, -3.071371, -0.029008], [-4.211964, -2.435193, 0.319051], [-5.121525, -0.332789, -0.606641]],
  "forces_ev_per_a": [[0.3, 0.2, -0.6], [-0.1, 0.0, 0.0], [0.3, -0.2, -0.2], [-0.1, -0.1, 0.2], [0.0, 0.1, 0.0], [0.0, -0.1, 0.0], [0.0, 0.0, 0.0], [-0.1, 0.1, 0.2], [0.1, 0.0, 0.0], [-0.2, 0.0, 0.6], [-0.1, 0.1, -0.2], [0.1, -0.2, 0.0], [-0.2, 0.1, -0.2], [0.0, 0.1, 0.1], [0.0, 0.0, 0.0], [0.0, 0.0, 0.0], [0.0, 0.0, 0.0], [0.0, 0.0, 0.0], [0.0, -0.1, 0.0], [0.0, 0.0, 0.0], [0.0, 0.0, 0.0], [0.0, 0.0, 0.0], [0.0, 0.0, 0.0], [-0.1, 0.0, 0.0], [0.0, 0.0, 0.0], [0.0, 0.0, 0.0], [0.0, 0.0, 0.0], [0.0, 0.0, 0.0], [0.0, 0.0, 0.0], [0.1, 0.1, -0.1], [0.0, 0.0, 0.0], [0.0, -0.1, 0.0], [0.0, -0.1, 0.0], [0.0, -0.1, 0.1], [0.0, 0.0, -0.1], [0.0, 0.0, 0.0], [0.0, 0.0, 0.0], [-0.1, 0.0, 0.0], [-0.1, -0.1, 0.0], [0.1, 0.0, 0.0], [0.0, 0.1, 0.0], [0.0, 0.0, 0.0], [0.0, 0.0, 0.0], [0.0, 0.0, 0.0]],
  "mulliken_charge": [1.44, -0.91, 0.62, -0.51, -0.47, -0.74, -0.66, 0.72, -0.57, 0.67, -1.08, 0.76, -0.92, 0.46, -0.34, -0.66, -0.38, -0.66, -0.25, 0.48, 0.43, 0.44, 0.44, 0.47, 0.38, 0.40, 0.40, 0.40, 0.43, 0.07, -0.50, -0.43, 0.82, -0.39, -0.83, -0.54, -0.99, 0.62, 0.21, 0.45, 0.45, 0.44, 0.42, 0.42],
  "spin_multiplicity": 7,
  "gap_ev": [7.478, 7.907],
  "total_charge": 1,
  "total_energy_ev": -54524.20428,
  "e_above_lowest_kcal_mol": 0.00
}

=====

Copy entry 1 word for word.
{
  "formula": "C2BrF3",
  "method": "ωB97M-V/def2-TZVPD",
  "species": ["C", "C", "F", "F", "F", "Br"],
  "coordinates": [[-0.983728, -0.342081, 0.224094], [0.716014, 0.650143, -0.347702], [-0.660580, -1.570016, 0.252829], [-1.975200, -0.212152, -0.539550], [0.780558, 1.842243, 0.202943], [2.122934, -0.368138, 0.207386]],
  "forces_ev_per_a": [[2.6, 2.3, 1.0], [-2.5, 0.3, 0.0], [0.2, -1.9, -0.1], [-1.7, 0.3, -1.3], [0.0, -0.1, -0.2], [1.5, -0.8, 0.6]],
  "mulliken_charge": [0.27, 0.11, -0.12, -0.12, -0.11, -0.03],
  "spin_multiplicity": 1,
  "gap_ev": [7.927, 7.951],
  "total_energy_ev": -80263.85401,
  "e_above_lowest_kcal_mol": 0.00
}